Computed, not measured: a structure of composition C8H12F12N2O12S4Tl, with ωB97M-V with the def2-TZVPD basis set.

The geometry in XYZ format:
```
51
Properties=species:S:1:pos:R:3
Tl -1.0450 0.8159 0.7170
C 1.6335 3.1528 3.9206
F 2.3513 4.2340 3.7841
F 2.0974 2.3517 4.8487
F 0.3823 3.4745 4.1900
S 1.6568 2.2985 2.2172
O 0.5905 2.9495 1.5015
O 2.9575 2.3421 1.6497
N 1.0795 0.7192 2.4829
S 2.1922 -0.3545 2.8437
O 2.5496 -1.1646 1.7058
O 3.2943 0.0944 3.6319
C 1.2326 -1.4869 3.9903
F 2.0698 -2.2625 4.6218
F 0.6153 -0.6997 4.8798
F 0.3195 -2.1726 3.3194
C -4.1829 2.0999 -2.8008
F -4.4612 2.7760 -1.6980
F -5.2488 2.0535 -3.5690
F -3.1776 2.6787 -3.4225
S -3.7647 0.3237 -2.2718
O -4.5679 0.1251 -1.1063
O -4.0648 -0.5911 -3.3217
N -2.1183 0.3574 -1.7525
S -1.2058 0.1561 -3.0598
O -1.7708 0.6195 -4.2731
O 0.1131 0.6425 -2.7499
C -1.0385 -1.7183 -3.2368
F -0.9107 -2.0021 -4.5177
F 0.1170 -2.0965 -2.6551
F -2.0253 -2.3683 -2.6707
C -2.4648 -2.3308 0.6411
C -1.0941 -2.9011 0.3786
O -0.2939 -1.7579 0.1058
O -2.3475 -1.2051 1.5263
H -3.0477 -3.1114 1.1448
H -3.0023 -2.1075 -0.2839
H -1.0883 -3.5750 -0.4790
H -0.7028 -3.4274 1.2536
H 0.5302 -1.9519 -0.3525
H -3.2264 -0.9901 1.8642
C 2.4573 1.2655 -1.1970
C 3.5430 0.4758 -1.8686
O 4.0862 -0.4535 -0.9484
O 1.6462 0.4354 -0.3651
H 1.8120 1.7857 -1.9105
H 2.7876 2.1114 -0.5656
H 4.2844 1.1411 -2.3214
H 3.1212 -0.0367 -2.7486
H 5.0410 -0.4834 -1.0561
H 2.2884 -0.2310 -0.0161
```

Calculated values
Lowest unoccupied orbital energy = -0.3590 hartree
HOMO-LUMO gap = 3.566 eV
Strongest force on any atom = 0.0784 hartree/bohr
Calculated total energy = -116669.158 eV
Total charge = +1
HOMO = -13.3 eV
Energy above the lowest of the compared OMol25 structures with the same formula, charge and spin = 0.0000 eV

Atomic partial charges in e from the Löwdin method, atoms 1 to 2: atom 1 (Tl): 1.43, atom 2 (C): -0.68